Entry 1:
{"formula": "C16H16N2O3", "method": "ωB97M-V with the def2-TZVPD basis set", "smiles": "O=C(NCc1ccco1)c1cccc(N2CCCC2=O)c1", "e_lumo_ev": 0.67, "de_lowest_kj_mol": 77.88, "orbital_gap_ha": 0.336, "molar_mass_g_mol": 284.315, "multiplicity": 1, "total_energy_ha": -954.56371, "elements": ["O", "C", "N", "C", "C", "C", "C", "C", "O", "C", "C", "C", "C", "C", "N", "C", "C", "C", "C", "O", "C", "H", "H", "H", "H", "H", "H", "H", "H", "H", "H", "H", "H", "H", "H", "H", "H"], "coordinates": [[-2.24048, -2.35685, 1.30319], [-1.60065, -1.39887, 0.91360], [-2.05737, -0.12663, 0.99878], [-3.38948, 0.17358, 1.48518], [-4.31869, 0.52679, 0.37008], [-4.93496, -0.24889, -0.56769], [-5.66024, 0.63812, -1.39999], [-5.42804, 1.88415, -0.90803], [-4.61461, 1.82890, 0.15964], [-0.24170, -1.53593, 0.30803], [0.05886, -2.71479, -0.36686], [1.30574, -2.87841, -0.93906], [2.25891, -1.87963, -0.84644], [1.97241, -0.70086, -0.15910], [2.93494, 0.31054, -0.04995], [4.34907, 0.04195, -0.24340], [5.03398, 1.27384, 0.35013], [4.00513, 2.37386, 0.11895], [2.67454, 1.63904, 0.12566], [1.58429, 2.14935, 0.24073], [0.71971, -0.54255, 0.42794], [-1.54363, 0.61972, 0.55708], [-3.73842, -0.73038, 1.99205], [-3.33966, 1.00637, 2.19229], [-4.87777, -1.31497, -0.64568], [-6.26866, 0.37994, -2.24225], [-5.77100, 2.85269, -1.21346], [-0.69344, -3.48528, -0.42986], [1.54265, -3.78965, -1.46771], [3.22120, -2.02214, -1.31248], [4.57810, -0.05298, -1.31251], [4.63181, -0.88339, 0.26278], [5.19702, 1.13165, 1.41903], [5.99234, 1.47757, -0.12263], [4.12492, 2.84204, -0.86062], [4.01563, 3.15893, 0.87212], [0.51757, 0.35317, 0.99047]]}

Entry 2:
{"formula": "C16H16N3O3S3Ti", "method": "ωB97M-V with the def2-TZVPD basis set", "charge": 1, "e_lumo_ev": -3.75, "de_lowest_kj_mol": 65.20, "orbital_gap_ha": 0.262, "molar_mass_g_mol": 442.390, "multiplicity": 1, "total_energy_ha": -3053.23492, "elements": ["Ti", "C", "C", "C", "C", "C", "C", "C", "C", "C", "S", "C", "N", "H", "H", "H", "H", "H", "H", "H", "H", "O", "C", "N", "S", "C", "N", "C", "C", "S", "H", "H", "H", "H", "H", "C", "O", "C", "O", "H", "H", "H"], "coordinates": [[-0.11036, -0.01376, -0.16813], [0.14942, 2.99326, 0.02283], [-1.30099, 2.61213, 0.07305], [-2.33106, 3.56394, 0.07144], [-3.63353, 3.14196, 0.05159], [-3.94334, 1.76580, 0.04718], [-5.26382, 1.27558, 0.00311], [-5.48584, -0.07351, 0.00830], [-4.41372, -0.97860, 0.04221], [-3.10852, -0.53816, 0.07014], [-1.78275, -1.69663, 0.06954], [-2.85827, 0.85636, 0.07840], [-1.57457, 1.31594, 0.09165], [0.27332, 4.06872, 0.11650], [0.58438, 2.69028, -0.93548], [0.70524, 2.51107, 0.83277], [-2.08370, 4.61556, 0.07736], [-4.44524, 3.85867, 0.03272], [-6.08243, 1.98161, -0.03965], [-6.49714, -0.45528, -0.02418], [-4.60600, -2.04320, 0.03673], [0.11285, -0.05100, 3.96868], [0.24954, -0.08822, 2.81492], [0.40900, -0.13528, 1.61694], [2.48247, 0.10561, -0.72219], [2.75397, -1.55503, -0.67133], [2.04404, -2.41617, 0.05582], [2.50643, -3.80006, 0.09043], [3.34215, -3.99530, -1.16620], [3.98619, -2.33514, -1.59112], [1.44551, -2.07111, 0.79534], [1.64851, -4.47039, 0.10738], [3.10522, -3.96881, 0.98851], [2.74842, -4.33670, -2.01155], [4.18088, -4.66862, -1.01744], [0.18416, -0.82981, -4.32952], [0.38652, -1.42793, -3.02175], [0.08280, -0.71890, -1.99520], [-0.36365, 0.45755, -2.05486], [0.53593, -1.55972, -5.04846], [0.75580, 0.09304, -4.40150], [-0.87318, -0.61936, -4.47277]]}

Entry 3:
{"formula": "C16H16N3O4Ti", "method": "ωB97M-V with the def2-TZVPD basis set", "charge": 1, "e_lumo_ev": -4.66, "de_lowest_kj_mol": 64.29, "orbital_gap_ha": 0.262, "molar_mass_g_mol": 362.188, "multiplicity": 1, "total_energy_ha": -1933.89017, "elements": ["Ti", "C", "C", "O", "C", "C", "C", "N", "N", "C", "O", "C", "C", "C", "C", "C", "C", "H", "H", "H", "H", "H", "H", "H", "H", "H", "H", "H", "H", "O", "C", "C", "C", "C", "O", "N", "H", "H", "H", "H"], "coordinates": [[-0.24540, 0.14880, 0.16690], [3.64800, -0.66140, 0.08710], [2.28890, -0.60040, 0.69900], [1.27470, -0.62550, -0.13360], [2.11550, -0.55740, 2.07400], [0.85350, -0.57200, 2.71970], [0.68860, -0.94730, 4.15070], [-0.21230, -0.32540, 1.98260], [-1.50570, -0.54230, 2.37560], [-2.22480, -0.87070, 1.32180], [-1.61430, -0.98100, 0.16320], [-3.65700, -1.11260, 1.43690], [-4.30570, -0.90380, 2.65770], [-5.66770, -1.10690, 2.75150], [-6.39200, -1.52120, 1.64130], [-5.75410, -1.71840, 0.42560], [-4.39190, -1.51760, 0.31820], [3.68550, -1.44520, -0.67010], [4.42460, -0.82100, 0.82790], [3.84120, 0.28390, -0.42310], [2.99410, -0.62350, 2.69880], [1.64030, -1.15250, 4.62560], [0.05130, -1.83320, 4.20790], [0.16600, -0.15530, 4.68800], [-3.72690, -0.57150, 3.50600], [-6.17010, -0.94110, 3.69160], [-7.45690, -1.67500, 1.72140], [-6.32050, -2.02890, -0.43870], [-3.88270, -1.66160, -0.62440], [-1.51790, 1.60730, -0.30550], [-0.67010, 2.47720, 0.02800], [-0.75880, 3.97150, -0.00690], [0.68450, 4.38140, 0.29000], [1.39780, 3.08280, 0.65270], [2.52990, 2.93240, 1.00530], [0.49970, 2.02200, 0.46210], [-1.45840, 4.30310, 0.76450], [-1.13870, 4.31570, -0.96940], [0.78230, 5.09980, 1.10260], [1.18050, 4.81580, -0.58010]]}

Entry 4:
{"formula": "C16H16N6O5Sr", "method": "ωB97M-V with the def2-TZVPD basis set", "e_lumo_ev": -0.84, "de_lowest_kj_mol": 37.00, "orbital_gap_ha": 0.275, "molar_mass_g_mol": 459.961, "multiplicity": 1, "total_energy_ha": -1354.98991, "elements": ["Sr", "O", "C", "O", "C", "C", "C", "C", "C", "O", "C", "C", "O", "O", "H", "H", "H", "H", "H", "H", "H", "H", "N", "C", "N", "C", "N", "N", "C", "N", "C", "C", "C", "C", "C", "N", "H", "H", "H", "H", "H", "H", "H", "H"], "coordinates": [[0.86043, 0.69363, -0.68602], [4.72846, 1.02411, -0.69907], [3.70212, 0.89820, -0.05781], [2.75877, 1.76953, 0.08926], [3.52083, -0.43681, 0.74108], [2.57696, -0.30071, 1.94470], [2.87549, -1.37711, 2.99239], [2.27819, -2.63980, 2.32651], [1.76808, -2.06765, 1.00459], [1.29719, -0.75122, 1.40387], [2.93828, -1.73527, 0.05229], [2.36655, -1.79634, -1.39016], [2.05131, -2.91781, -1.78695], [2.12326, -0.70220, -2.00490], [4.52968, -0.67252, 1.07692], [2.47123, 0.71232, 2.31936], [2.37650, -1.14840, 3.93342], [3.94382, -1.45739, 3.18500], [1.45102, -3.04323, 2.90977], [3.00277, -3.43572, 2.16628], [0.96025, -2.62519, 0.53574], [3.67471, -2.53522, 0.09474], [-1.03491, -2.20651, -1.90396], [-1.98915, -1.34626, -1.54258], [-3.21748, -1.81464, -1.32947], [-4.09992, -0.91389, -0.90533], [-5.34594, -1.33897, -0.65388], [-3.85420, 0.39849, -0.69824], [-2.60731, 0.75525, -0.94604], [-1.63517, -0.05146, -1.34988], [-2.29431, 2.21280, -0.75307], [-3.33999, 3.12398, -0.67077], [-3.04851, 4.46869, -0.52184], [-1.72369, 4.86442, -0.45082], [-0.74298, 3.89154, -0.53035], [-1.01621, 2.59603, -0.68045], [-1.27090, -3.18078, -1.97331], [-0.06727, -1.95125, -2.06681], [-5.58293, -2.29901, -0.82338], [-6.04242, -0.67794, -0.36454], [-4.35553, 2.76334, -0.72564], [-3.84690, 5.19609, -0.46180], [-1.44768, 5.90253, -0.33372], [0.30752, 4.15235, -0.46514]]}

Entry 5:
{"formula": "C16H17BrHfI2N2O2", "method": "ωB97M-V with the def2-TZVPD basis set", "charge": 2, "e_lumo_ev": -7.73, "de_lowest_kj_mol": 0.00, "orbital_gap_ha": 0.260, "molar_mass_g_mol": 781.526, "multiplicity": 1, "total_energy_ha": -4096.82901, "elements": ["Hf", "I", "C", "I", "H", "H", "Br", "C", "C", "C", "C", "C", "N", "C", "O", "O", "H", "H", "H", "C", "N", "C", "C", "C", "C", "C", "C", "C", "C", "H", "H", "H", "H", "H", "H", "H", "H", "H", "H", "H", "H"], "coordinates": [[-0.19927, -0.63451, 0.11754], [-2.21374, -1.42613, 2.33035], [-1.35210, -3.34284, 2.03551], [-0.97072, -3.61239, -0.05603], [-2.05496, -4.10667, 2.34732], [-0.40317, -3.38828, 2.55684], [0.47155, -0.68327, -2.99394], [2.02704, -1.21279, -2.05484], [3.23588, -1.57628, -2.60011], [4.23435, -1.95670, -1.70419], [3.99595, -1.97560, -0.33117], [2.75167, -1.59188, 0.11543], [1.79585, -1.20646, -0.74775], [2.29351, -1.58859, 1.56038], [2.99133, -1.96053, 2.44966], [1.03328, -1.15019, 1.67885], [3.39753, -1.56959, -3.66835], [5.20375, -2.24908, -2.08678], [4.74811, -2.28318, 0.38229], [0.79825, 2.11306, -0.20506], [0.03869, 1.49248, 0.91727], [0.80657, 1.68394, 2.17656], [-1.28790, 2.17115, 1.04752], [-2.22679, 1.70942, -0.03425], [-3.35095, 2.45177, -0.36765], [-4.22307, 1.97338, -1.33544], [-3.97076, 0.76398, -1.97165], [-2.84114, 0.03488, -1.63716], [-1.93958, 0.48710, -0.65874], [1.13398, 3.11282, 0.07794], [0.17027, 2.18179, -1.09186], [1.69722, 1.52580, -0.42099], [0.82866, 2.74597, 2.42682], [1.82534, 1.32626, 2.05076], [0.33765, 1.12686, 2.98390], [-1.13121, 3.25375, 1.03596], [-1.67627, 1.92016, 2.03843], [-3.55020, 3.40076, 0.11643], [-5.09982, 2.54920, -1.59971], [-4.65247, 0.39881, -2.72812], [-2.67233, -0.90837, -2.15200]]}

Entry 6:
{"formula": "C16H17BrN2O4", "method": "ωB97M-V with the def2-TZVPD basis set", "smiles": "COc1cccc(CNC(=O)CCNC(=O)c2ccc(Br)o2)c1", "e_lumo_ev": 0.60, "de_lowest_kj_mol": 0.00, "orbital_gap_ha": 0.337, "molar_mass_g_mol": 381.226, "multiplicity": 1, "total_energy_ha": -3604.40806, "elements": ["C", "O", "C", "C", "C", "C", "C", "C", "N", "C", "O", "C", "C", "N", "C", "O", "C", "C", "C", "C", "Br", "O", "C", "H", "H", "H", "H", "H", "H", "H", "H", "H", "H", "H", "H", "H", "H", "H", "H", "H"], "coordinates": [[-0.88895, 4.15408, -3.01045], [-1.47325, 2.88114, -2.86652], [-1.31486, 2.22048, -1.69170], [-0.65649, 2.72202, -0.57274], [-0.56842, 1.94465, 0.56903], [-1.12002, 0.67788, 0.61816], [-1.78526, 0.16997, -0.49223], [-2.43715, -1.19541, -0.48919], [-1.93666, -2.07378, 0.54177], [-0.98315, -2.99479, 0.28757], [-0.59500, -3.24699, -0.83500], [-0.40534, -3.67107, 1.52439], [1.12097, -3.74939, 1.36196], [1.65780, -2.48117, 0.92118], [1.84330, -1.45374, 1.77806], [1.76450, -1.54920, 2.98880], [2.19301, -0.17794, 1.12160], [2.64320, 0.99295, 1.67413], [2.80113, 1.90771, 0.61157], [2.42528, 1.21978, -0.50507], [2.33615, 1.75447, -2.28305], [2.06278, -0.03546, -0.22270], [-1.87460, 0.94427, -1.63546], [-1.30465, 4.87002, -2.29385], [0.19868, 4.10936, -2.89915], [-1.13306, 4.47520, -4.02150], [-0.21000, 3.70358, -0.58082], [-0.05873, 2.33628, 1.43756], [-1.01923, 0.09523, 1.52159], [-3.52029, -1.08087, -0.36886], [-2.24303, -1.69074, -1.44449], [-2.19556, -1.87065, 1.49358], [-0.64867, -3.10430, 2.42326], [-0.81645, -4.67700, 1.61661], [1.58424, -3.99751, 2.31884], [1.37963, -4.49893, 0.61371], [1.58274, -2.28580, -0.06641], [2.83625, 1.16080, 2.71321], [3.13837, 2.92220, 0.65613], [-2.37921, 0.57269, -2.51353]]}